Record 1
25
Properties=species:S:1:pos:R:3:lowdin_charge:R:1 method="wB97M-V/def2-TZVPD" de_lowest_ev=3.397 molar_mass_da=170.28 total_charge=0 energy_ev=-22439.250
C 1.6139 1.4080 -0.4385 -0.2408
C 2.8136 1.5545 0.0406 -0.3558
C 2.6270 -1.0653 0.0348 -0.5981
C 0.8512 0.1957 -0.5882 -0.2808
C 0.5598 -0.1912 -2.0454 -0.0534
C -1.3066 1.0487 0.1241 -0.0233
C 0.2505 -0.0011 1.8232 -0.0621
C -0.8765 -1.5291 0.1203 -0.0142
C -0.3037 -0.0742 0.4270 -0.5425
O 2.6248 -2.2528 -0.1530 -0.0041
S 3.8109 0.0794 0.4389 0.9616
H 0.9551 2.2932 -0.6282 0.1405
H 3.4070 2.4561 0.3986 0.0948
H -0.2937 -0.7622 -2.3480 0.0551
H 1.4045 -0.8016 -2.4416 0.0907
H 0.5567 0.7101 -2.7682 0.1098
H -0.6912 1.8406 0.5257 0.0777
H -2.2739 0.7660 0.5061 0.0892
H -1.4350 1.0551 -0.9358 0.0747
H -0.5081 0.1716 2.5937 0.0799
H 0.5759 -0.9591 2.2457 0.0878
H 1.0224 0.9021 1.8890 0.1258
H -1.4208 -1.5961 -0.8121 0.0718
H -1.5794 -1.7105 0.8294 0.0430
H -0.1100 -2.2655 0.0906 0.0727

***

Record 2
20
Properties=species:S:1:pos:R:3:lowdin_charge:R:1 method="wB97M-V/def2-TZVPD" de_lowest_ev=3.177 molar_mass_da=120.13 total_charge=0 energy_ev=-16729.091
C 0.4412 -0.2633 1.5077 -0.0987
C 0.6935 -1.5646 -0.6566 -0.0472
C 1.8268 0.6397 -0.3910 -0.1086
C -0.9854 1.0449 -0.9206 -0.2028
C 0.6975 -0.2304 0.0470 -0.4474
O -2.8407 -0.9304 -0.0779 -0.4640
P -2.4139 0.4589 -0.0127 0.5271
H 0.4836 0.7681 1.9762 0.1112
H 1.3415 -0.7935 1.7784 0.0825
H -0.4376 -0.8145 1.8056 0.0751
H 1.3050 -1.5609 -1.4806 0.0473
H 1.2883 -2.2975 0.0360 0.1358
H -0.2870 -1.8705 -0.6708 0.0455
H 2.1398 0.6155 -1.4358 0.0838
H 1.4414 1.5819 0.0903 0.0895
H 2.7912 0.3877 0.1606 0.1062
H -0.8747 2.1397 -0.9014 0.0326
H -0.6834 0.5708 -1.8530 0.0322
H -2.4005 0.8461 1.3820 0.0104
H -3.5266 1.2720 -0.3833 -0.0106

***

Record 3
50
Properties=species:S:1:pos:R:3:lowdin_charge:R:1 method="wB97M-V/def2-TZVPD" de_lowest_ev=20.657 molar_mass_da=423.92 total_charge=0 energy_ev=-56058.481
C -2.7114 -1.5390 2.5217 -0.0520
C -2.1060 -0.9754 1.3967 -0.1481
C -1.9719 -1.7889 0.2711 0.0313
C -1.3002 -1.1824 -0.9765 -0.6709
C -0.8953 0.1566 -1.0309 -0.2240
C -0.7794 0.8582 0.1704 -0.0710
C -1.3310 0.3963 1.2554 -0.2009
O -1.7821 0.8548 2.4689 -0.0467
C -1.0275 2.0443 2.6773 -0.1200
C -1.4711 3.3902 1.9401 -0.5491
O -0.6471 4.1254 1.8484 0.1881
N -2.7159 3.0859 1.3756 0.2396
H -3.3705 2.5209 1.4550 0.0026
H -3.0040 3.9285 0.9356 0.1083
H -0.0112 1.9439 2.5094 0.0778
H -0.9870 2.3957 3.7584 0.1520
H -0.4367 1.9576 0.2062 0.1455
S 0.1241 0.9775 -2.3543 0.4923
O -0.1569 2.2318 -1.9156 -0.2378
O -0.3719 0.4007 -3.5113 -0.3096
N 1.6070 0.5349 -2.4055 -0.1968
C 2.3037 -0.7989 -2.7515 -0.0620
H 3.1407 -0.7146 -3.1788 0.0305
C 2.3887 -1.7032 -1.5200 -0.2623
N 2.2840 -1.1976 -0.3158 -0.0258
C 1.7995 -1.2327 0.9463 -0.3732
C 1.2313 -2.3386 1.0290 -0.0051
C 0.6835 -2.9404 2.4169 0.0903
C 0.7888 -1.8296 3.2932 -0.1211
C 1.2573 -0.5526 3.1575 -0.0788
C 1.7540 -0.4117 1.9544 -0.0911
H 2.0752 0.6555 1.6979 0.1368
H 1.2220 0.0964 3.9678 0.1089
H 0.1940 -2.0287 4.2180 0.1075
H 0.2751 -3.7392 2.4129 -0.0195
H 1.3763 -3.4114 0.4881 0.1745
C 3.1243 0.1372 -0.5733 -0.1635
H 3.8752 0.6982 0.4733 0.1974
C 2.5516 1.2073 -1.3638 -0.2068
H 3.3802 1.7874 -1.9129 0.1386
H 1.9727 2.0210 -0.6713 0.1575
H 4.4543 -0.1529 -1.1292 0.1978
H 1.3192 -2.2336 -1.5255 0.1328
H 3.0155 -2.3160 -1.8282 0.0478
H 1.3611 -1.2088 -3.5461 0.1914
Cl -1.2328 -2.0447 -2.3456 0.8373
H -2.3334 -2.6121 0.0629 0.0102
H -3.0519 -2.4509 2.3632 0.0418
H -3.7743 -1.1446 2.6540 0.1423
H -2.0429 -1.5556 3.2820 0.0553

***

Record 4
73
Properties=species:S:1:pos:R:3:lowdin_charge:R:1 method="wB97M-V/def2-TZVPD" de_lowest_ev=3.440 molar_mass_da=500.64 total_charge=0 energy_ev=-43897.660
C -3.7198 -3.3495 5.6278 -0.1841
C -3.1179 -2.2832 4.7163 -0.1360
N -3.3384 -2.5576 3.2955 -0.0995
C -2.6468 -1.7886 2.3514 -0.2254
C -3.2915 -1.2149 1.2393 -0.0049
C -2.5766 -0.4328 0.3390 -0.0056
C -1.1777 -0.2961 0.4536 -0.2265
C -0.4619 0.4619 -0.5619 -0.0377
C 0.8074 -0.0321 -1.0727 -0.1770
C 1.3034 -1.3456 -0.8445 -0.0239
C 2.4479 -1.8117 -1.4673 -0.0104
C 3.3005 -0.9027 -2.1243 -0.2377
N 4.6091 -1.2417 -2.5250 -0.1245
C 5.6709 -0.6550 -1.6946 -0.1397
C 7.0347 -0.8327 -2.3549 -0.1880
O 7.2292 -2.1603 -2.8414 -0.1410
C 6.1860 -2.6612 -3.6703 -0.1888
C 4.8393 -2.6142 -2.9437 -0.1660
C 2.8392 0.4132 -2.3480 -0.0088
C 1.5839 0.7928 -1.9311 -0.0109
C -0.5278 -0.8699 1.5785 -0.0242
C -1.2612 -1.5890 2.5225 -0.0076
C -4.5532 -3.2464 2.8484 -0.1515
C -4.9437 -4.3325 3.8431 -0.1901
O -4.9945 -3.7993 5.1633 -0.1376
H -2.9917 -4.1803 5.7147 0.1259
H -3.9233 -2.9130 6.6175 0.1286
H -3.5798 -1.3174 4.9944 0.1301
H -2.0379 -2.2271 4.9067 0.1096
H -4.3698 -1.2899 1.1433 0.1036
H -3.0873 0.0104 -0.5104 0.1099
H -1.0922 0.9937 -1.3656 0.1260
H 0.7341 -2.0628 -0.2530 0.1100
H 2.7467 -2.8505 -1.3680 0.1044
H 5.4542 0.4168 -1.5637 0.1246
H 5.7024 -1.1581 -0.6991 0.1337
H 7.1316 -0.0736 -3.1478 0.1235
H 7.8208 -0.6940 -1.5992 0.1266
H 6.0834 -2.0931 -4.6128 0.1271
H 6.4723 -3.7029 -3.8838 0.1268
H 4.8628 -3.3153 -2.0774 0.1267
H 4.0427 -2.9072 -3.6447 0.1355
H 3.5155 1.0801 -2.8765 0.1146
H 1.1657 1.7243 -2.3109 0.0869
H 0.5536 -0.8174 1.7113 0.1186
H -0.7893 -2.0202 3.3834 0.0955
H -5.3963 -2.5328 2.7382 0.1242
H -4.3430 -3.7182 1.8739 0.1340
H -5.9624 -4.6865 3.6368 0.1282
H -4.2148 -5.1551 3.7406 0.1273
C 2.8073 5.3288 -1.9048 -0.0677
C 1.7065 4.3786 -2.2462 -0.2201
O 0.9827 4.0756 -1.0061 0.0112
C -0.1506 3.4015 -1.2835 -0.4505
C -0.7724 2.5391 -0.1788 -0.0270
C -2.1686 2.9561 0.0129 -0.2245
C -2.9965 2.6802 -1.1008 -0.0578
C -4.3814 2.7002 -1.0041 -0.0787
C -4.9951 3.1220 0.1887 -0.0858
C -4.1885 3.4958 1.2740 -0.0934
C -2.8007 3.3613 1.2193 -0.0251
O -0.5437 3.3405 -2.4624 0.0357
H 3.5322 5.3638 -2.7094 0.0778
H 2.3760 6.3207 -1.7992 0.0799
H 3.3012 5.0184 -0.9900 0.0805
H 1.0334 4.7747 -3.0134 0.1246
H 2.0941 3.4212 -2.6324 0.1065
H -0.1941 2.3862 0.7617 0.1319
H -2.5131 2.3791 -2.0362 0.1104
H -4.9760 2.3345 -1.8248 0.0984
H -6.0807 3.0961 0.2782 0.0983
H -4.6592 3.8153 2.2099 0.1017
H -2.1509 3.5491 2.1004 0.1193

***

Record 5
36
Properties=species:S:1:pos:R:3:lowdin_charge:R:1 method="wB97M-V/def2-TZVPD" molar_mass_da=354.27 total_charge=0 energy_ev=-102173.539 smiles="CC(C)(C)c1nnc(NC(=O)Cc2ccc(Br)cc2)s1"
C 5.1612 0.4723 0.3715 -0.0874
C 4.1811 -0.6291 -0.0284 -0.6129
C 4.2992 -1.8175 0.9342 -0.0443
C 4.4680 -1.0944 -1.4628 -0.0418
C 2.7716 -0.1343 0.0159 -0.5464
N 1.7471 -0.8800 -0.1647 0.0264
N 0.5761 -0.2628 -0.1043 0.0079
C 0.6716 1.0013 0.1307 -0.5987
N -0.3527 1.8902 0.2510 0.0982
C -1.7222 1.6872 0.1717 -0.4353
O -2.4535 2.6348 0.3100 0.1072
C -2.1604 0.2680 -0.0898 -0.0713
C -3.6566 0.1508 -0.0587 -0.2238
C -4.4238 0.7344 -1.0597 -0.0299
C -5.8036 0.6589 -1.0292 -0.1176
C -6.4168 -0.0113 0.0149 -0.6829
Br -8.3182 -0.1289 0.0630 0.7137
C -5.6753 -0.5998 1.0234 -0.1237
C -4.2954 -0.5103 0.9813 -0.0282
S 2.3397 1.5525 0.3018 1.1041
H 6.1786 0.0899 0.3431 0.0897
H 4.9554 0.8253 1.3803 0.0791
H 5.0936 1.3176 -0.3109 0.0729
H 5.3000 -2.2380 0.8811 0.0856
H 3.5762 -2.5834 0.6689 0.0812
H 4.1093 -1.5007 1.9573 0.0881
H 4.3865 -0.2626 -2.1594 0.0875
H 5.4744 -1.5006 -1.5245 0.0856
H 3.7572 -1.8629 -1.7537 0.0845
H -0.0911 2.8528 0.4319 0.1455
H -1.7634 -0.0293 -1.0637 0.1319
H -1.6958 -0.3844 0.6508 0.1167
H -3.9390 1.2596 -1.8685 0.1222
H -6.3972 1.1156 -1.8060 0.1009
H -6.1687 -1.1168 1.8320 0.0999
H -3.7128 -0.9643 1.7694 0.1153